1.
# C3H6FN3

A 2-piece molecular cluster, C3H6FN3 overall at a distorted geometry (ωB97M-V/def2-TZVPD, OMol25).

Last column: natural (NBO) charge in e.
Cartesian coordinates (Å):
C1 -1.252 0.913 -0.010  -0.103
C2 -0.386 0.047 -0.508  0.238
C3 0.890 -0.461 0.269  0.402
H1 0.042 1.947 1.524  0.382
H2 -2.304 1.150 1.721  0.303
H3 -2.046 1.081 -0.658  0.206
H4 1.795 -2.241 0.420  0.384
H5 0.478 -2.390 -0.647  0.384
H6 1.506 1.045 1.230  0.333
N1 -1.044 1.905 0.975  -0.701
N2 1.245 -1.730 -0.271  -0.828
N3 1.657 0.025 1.057  -0.671
F1 -0.889 -0.555 -1.602  -0.329

* lowest unoccupied orbital energy: -0.81 eV
* energy: -10390.5025 eV
* HOMO: -8.9 eV
* Kohn-Sham gap: 0.2966 Ha
* energy above the lowest of the compared OMol25 structures with the same formula, charge and spin: 493.1 kJ/mol

---

2.
# C3H6FNO

C3H6FNO as an isolated structure at a distorted geometry (ωB97M-V/def2-TZVPD, OMol25).

Last column: natural (NBO) charge in e.
Cartesian coordinates (Å):
C1 1.151 -0.017 0.107  0.674
C2 -1.443 1.079 -0.056  -0.695
C3 -0.772 -0.245 -0.364  0.160
N1 1.902 -1.127 0.135  -0.837
O1 1.479 1.041 0.490  -0.589
F1 -1.214 -1.224 0.484  -0.369
H1 -0.611 1.846 -0.069  0.252
H2 -1.874 1.000 1.072  0.232
H3 -2.221 1.391 -0.746  0.220
H4 -0.923 -0.577 -1.346  0.158
H5 1.700 -2.086 -0.126  0.407
H6 2.826 -1.080 0.417  0.388

* lowest unoccupied orbital energy: 0.88 eV
* energy: -9462.0688 eV
* HOMO: -9.2 eV
* Kohn-Sham gap: 0.3716 Ha
* energy above the lowest of the compared OMol25 structures with the same formula, charge and spin: 166.6 kJ/mol

---

3.
# C3H6FNO

A 2-piece molecular cluster, C3H6FNO overall at a distorted geometry (ωB97M-V/def2-TZVPD, OMol25).

Last column: natural (NBO) charge in e.
Cartesian coordinates (Å):
C1 -0.962 0.181 -1.437  -0.127
C2 -0.365 0.721 -0.211  -0.036
C3 0.657 -0.066 0.603  0.488
N1 0.788 -1.398 0.697  -0.834
O1 -1.756 0.312 -0.276  -0.491
F1 1.781 0.648 0.761  -0.338
H1 -1.163 0.875 -2.221  0.176
H2 -0.914 -0.816 -1.806  0.177
H3 -0.483 1.901 -0.205  0.233
H4 0.415 1.348 3.118  -0.049
H5 1.728 -1.700 0.954  0.407
H6 0.273 -2.005 0.022  0.393

* lowest unoccupied orbital energy (spin up / spin down): 0.75 / -0.14 eV
* energy: -9457.0432 eV
* HOMO (spin up / spin down): -10.3 / -6.6 eV
* Kohn-Sham gap (spin up / spin down): 0.4057 / 0.2358 Ha
* energy above the lowest of the compared OMol25 structures with the same formula, charge and spin: 651.5 kJ/mol